(1)
{
  "formula": "C4H11OS",
  "method": "ωB97M-V with the def2-TZVPD basis set",
  "symbols": ["C", "O", "H", "H", "H", "C", "C", "S", "C", "H", "H", "H", "H", "H", "H", "H", "H"],
  "positions_angstrom": [[1.947, -1.774, 0.753], [0.712, -1.171, 0.742], [2.642, -1.394, -0.020], [2.512, -1.564, 1.688], [1.948, -2.841, 0.551], [-0.175, 2.484, 0.224], [-0.996, 1.190, 0.199], [-1.207, 0.665, -1.548], [-1.266, -1.107, -1.216], [-0.177, 2.902, 1.224], [-0.579, 3.227, -0.517], [0.904, 2.247, 0.033], [-2.015, 1.189, 0.640], [-0.359, 0.403, 0.657], [-0.455, -1.414, -0.506], [-2.199, -1.436, -0.694], [-1.237, -1.605, -2.211]],
  "e_homo_ev": -2.8,
  "charge": -1,
  "lumo_energy_ha": 0.133
}

---

(2)
{
  "formula": "C4H11PS2",
  "method": "ωB97M-V with the def2-TZVPD basis set",
  "symbols": ["C", "C", "C", "C", "P", "S", "S", "H", "H", "H", "H", "H", "H", "H", "H", "H", "H", "H"],
  "positions_angstrom": [[-1.257, -1.868, -0.179], [1.473, 0.728, 1.756], [0.121, 1.222, -2.412], [-0.501, -1.200, 0.934], [0.062, 0.558, 0.516], [-0.931, 3.653, 1.050], [1.047, 0.126, -1.248], [-2.300, -1.552, -0.453], [-0.740, -1.963, -1.241], [-1.473, -2.839, -0.012], [1.992, 1.657, 1.583], [1.120, 0.483, 2.812], [2.146, -0.095, 1.324], [-0.662, 0.550, -2.655], [0.723, 1.676, -3.238], [-0.318, 1.942, -1.668], [0.410, -1.820, 1.203], [-0.912, -1.256, 1.927]],
  "e_homo_ev": [-8.8, -8.8],
  "lumo_energy_ha": [-0.080, -0.077]
}

---

(3)
{
  "formula": "C4H11PSi",
  "method": "ωB97M-V with the def2-TZVPD basis set",
  "symbols": ["C", "C", "C", "C", "Si", "P", "H", "H", "H", "H", "H", "H", "H", "H", "H", "H", "H"],
  "positions_angstrom": [[-1.685, 0.280, -0.161], [1.101, 0.660, -1.400], [0.717, 0.256, 1.689], [0.255, -2.030, -0.277], [0.047, -0.103, -0.048], [-3.267, 0.199, -0.035], [-1.043, 2.892, -0.220], [1.238, 1.771, -1.363], [2.136, 0.190, -1.407], [0.650, 0.595, -2.440], [0.548, 1.301, 1.933], [0.105, -0.582, 2.301], [1.812, 0.159, 1.621], [-0.511, -2.322, -0.840], [1.171, -2.124, -0.730], [0.218, -2.452, 0.695], [-3.491, 1.309, 0.682]],
  "e_homo_ev": [-9.8, -8.1],
  "lumo_energy_ha": [-0.023, -0.028]
}

---

(4)
{
  "formula": "C4H11S",
  "method": "ωB97M-V with the def2-TZVPD basis set",
  "symbols": ["C", "C", "H", "H", "H", "H", "H", "H", "C", "C", "S", "H", "H", "H", "H", "H"],
  "positions_angstrom": [[-0.694, 2.171, -0.768], [-2.210, 2.018, -0.720], [-0.280, 1.903, -1.731], [-0.281, 1.711, 0.130], [-0.456, 3.239, -0.659], [-2.547, 0.988, -0.833], [-2.605, 2.409, 0.211], [-2.716, 2.657, -1.461], [1.954, -2.302, 0.104], [1.036, -2.148, 1.316], [0.309, -0.480, 1.439], [2.169, -3.344, -0.164], [2.912, -1.813, 0.276], [1.464, -1.824, -0.754], [1.674, -2.266, 2.201], [0.270, -2.919, 1.412]],
  "e_homo_ev": -2.2,
  "charge": -1,
  "lumo_energy_ha": 0.152
}

---

(5)
{
  "formula": "C4H11S2",
  "method": "ωB97M-V with the def2-TZVPD basis set",
  "symbols": ["C", "S", "C", "H", "H", "H", "H", "H", "H", "C", "C", "S", "H", "H", "H", "H", "H"],
  "positions_angstrom": [[-1.739, -0.875, 0.179], [-3.230, 0.157, 0.243], [-2.376, 1.760, 0.451], [-1.163, -0.740, 1.083], [-1.181, -0.608, -0.683], [-2.120, -1.875, -0.012], [-1.745, 1.867, -0.425], [-3.043, 2.602, 0.611], [-1.723, 1.629, 1.311], [3.069, -0.651, -0.425], [1.559, -0.476, -0.235], [1.028, 1.235, -0.527], [3.551, -0.123, 0.398], [3.375, -0.185, -1.365], [3.420, -1.686, -0.513], [1.338, -0.867, 0.770], [0.982, -1.165, -0.861]],
  "e_homo_ev": -2.5,
  "charge": -1,
  "lumo_energy_ha": 0.122
}

---

(6)
{
  "formula": "C4H12",
  "method": "ωB97M-V with the def2-TZVPD basis set",
  "symbols": ["C", "C", "H", "H", "H", "H", "H", "H", "C", "C", "H", "H", "H", "H", "H", "H"],
  "positions_angstrom": [[-0.056, -1.130, 1.919], [1.203, -0.153, 2.019], [-0.949, -0.477, 1.539], [-0.045, -2.099, 1.292], [-0.351, -1.464, 2.914], [0.732, 0.808, 1.671], [1.818, -0.310, 1.232], [1.754, -0.345, 3.001], [-0.215, 0.307, -1.343], [-0.849, 1.019, -2.556], [-0.861, -0.485, -1.090], [0.520, -0.526, -1.674], [0.001, 0.943, -0.375], [-1.152, 2.040, -2.359], [-1.723, 0.566, -2.975], [-0.235, 1.090, -3.409]],
  "s2": 0.750,
  "e_homo_ev": [1.5, -7.1],
  "spin_multiplicity": 2,
  "charge": -1,
  "lumo_energy_ha": [0.160, 0.164]
}

---

(7)
{
  "formula": "C4H12",
  "method": "ωB97M-V with the def2-TZVPD basis set",
  "symbols": ["C", "C", "H", "H", "H", "H", "H", "H", "C", "C", "H", "H", "H", "H", "H", "H"],
  "positions_angstrom": [[-1.210, 1.594, -1.071], [-1.604, 1.633, 0.448], [-0.220, 1.625, -1.040], [-1.469, 0.692, -1.558], [-1.583, 2.362, -1.736], [-0.751, 2.142, 0.869], [-1.574, 0.673, 0.926], [-2.458, 2.235, 0.675], [1.016, -1.078, -0.142], [1.735, -2.156, 0.672], [1.337, -0.882, -1.206], [-0.056, -1.322, -0.211], [1.087, -0.100, 0.421], [1.524, -2.028, 1.771], [2.874, -2.156, 0.507], [1.350, -3.234, 0.673]],
  "s2": 0.750,
  "e_homo_ev": [1.5, -7.4],
  "spin_multiplicity": 2,
  "charge": -1,
  "lumo_energy_ha": [0.157, 0.163]
}

---

(8)
{
  "formula": "C4H12",
  "method": "ωB97M-V with the def2-TZVPD basis set",
  "symbols": ["C", "C", "H", "H", "H", "H", "H", "H", "C", "C", "H", "H", "H", "H", "H", "H"],
  "positions_angstrom": [[-2.559, -0.767, -0.661], [-2.016, -2.110, -0.042], [-3.594, -0.641, -0.354], [-1.848, -0.064, -0.224], [-2.433, -0.886, -1.731], [-1.152, -1.980, 0.620], [-1.652, -2.712, -0.879], [-2.677, -2.726, 0.569], [2.450, 0.898, 0.791], [2.062, 2.112, -0.079], [3.010, 1.097, 1.706], [1.525, 0.390, 1.067], [3.079, 0.206, 0.229], [1.019, 1.981, -0.374], [2.583, 2.122, -1.037], [2.203, 3.080, 0.399]],
  "s2": 0.750,
  "e_homo_ev": [1.5, -7.8],
  "spin_multiplicity": 2,
  "charge": -1,
  "lumo_energy_ha": [0.163, 0.165]
}

---

DFT total energy per entry: -17208.3400; -35282.0076; -21487.0825; -15162.0688; -25997.4721; -4339.2808; -4340.1015; -4340.5118 eV
ΔE to the lowest compared entry with this formula, charge and spin per entry: 42.8; 94.3; 102.0; 16.9; 8.4; 40.5; 21.6; 12.1 kcal per mole
Strongest force on any atom per entry: 1.5; 4.0; 4.6; 1.6; 1.3; 3.5; 4.5; 2.6 eV/A